136
Properties=species:S:1:pos:R:3:lowdin_charge:R:1 method="wB97M-V/def2-TZVPD" lumo_energy_ev=-0.12 charge=0 energy_ha=-4866.88430 spin_multiplicity=1
C -2.6073 1.6925 8.0787 -0.15
C -2.4001 1.8927 6.4614 -0.30
C -0.8309 2.2926 6.0455 -0.35
Si 0.4336 0.9066 6.4740 0.46
O 2.1151 1.2988 6.1615 -0.40
Si 2.3106 2.4747 4.8719 0.40
C 1.3808 2.0519 3.2338 -0.30
C 1.3619 3.2895 2.1306 -0.20
C -0.1129 4.0016 2.0155 -0.24
N -0.5869 3.8016 0.5828 -0.13
C -1.1991 2.3963 0.4043 -0.17
C -2.7839 2.6888 -0.0405 -0.06
C -3.8547 3.4897 0.9244 -0.03
C -5.4012 3.7916 0.4031 -0.07
C -5.8906 3.2954 -1.1038 -0.07
C -4.8435 2.4593 -2.0550 0.00
C -3.3203 2.1792 -1.5043 -0.16
O -2.3777 1.4696 -2.3827 -0.12
C 4.2201 2.4310 4.4095 -0.24
O 4.9877 3.5240 5.0248 -0.11
C 5.5649 4.4186 3.9894 -0.24
F 6.4731 3.7407 3.0357 0.04
F 6.3958 5.4424 4.7131 0.03
F 4.3926 5.0933 3.3409 0.02
P 1.8602 4.4867 5.6256 0.81
O 1.5119 5.6298 4.3599 -0.38
O 3.0371 5.0700 6.7676 -0.36
P -0.0891 -1.0795 5.5920 0.26
O 0.7714 -2.2730 6.5649 -0.33
O -1.7900 -1.4435 5.6702 -0.32
S 0.5258 -1.2999 3.7599 0.29
H -2.9923 0.5851 8.2975 0.09
H -1.6309 1.9342 8.7185 0.08
H -3.4946 2.4212 8.3993 0.08
H -2.7592 0.9753 5.8164 0.09
H -3.0553 2.8171 6.0856 0.11
H -0.5961 3.2771 6.6747 0.07
H -0.8790 2.6008 4.9177 0.05
H 0.3279 0.6944 7.9405 0.00
H 2.0138 1.1843 2.7131 0.08
H 0.3020 1.6208 3.3701 0.03
H 1.6430 2.8423 1.0633 0.12
H 2.2262 4.0192 2.4345 0.08
H -0.9129 3.5118 2.7426 0.10
H -0.0882 5.1560 2.2189 0.12
H -1.3315 4.5182 0.3260 0.10
H -0.5888 1.9132 -0.4996 0.12
H -1.1115 1.7535 1.3787 0.12
H -3.5027 3.8632 1.9789 0.08
H -6.1753 4.3994 1.0709 0.08
H -6.9635 3.5051 -1.5550 0.09
H -5.1047 2.0320 -3.1314 0.10
H -2.3295 0.5285 -1.9979 0.14
H 4.6072 1.3641 4.7788 0.12
H 4.3092 2.3858 3.2234 0.10
H 0.5729 5.9681 4.5759 0.07
H 3.5511 5.7997 6.2699 0.08
H 1.7474 -1.9980 6.4372 0.08
H -2.1032 -1.6474 4.7189 0.09
N -1.8143 -3.9339 1.6610 0.06
C -0.4806 -4.0134 1.4604 -0.16
C 0.0980 -4.6241 0.3593 -0.08
C -0.7402 -5.1924 -0.5942 -0.11
C -2.1181 -5.1283 -0.4146 -0.07
C -2.6026 -4.4930 0.7175 -0.15
H 0.1313 -3.5582 2.2337 0.03
H 1.1759 -4.6563 0.2480 0.10
H -0.3233 -5.6810 -1.4700 0.11
H -2.7982 -5.5619 -1.1391 0.10
H -3.6705 -4.4138 0.9009 0.10
N 0.5221 -0.8757 -6.3097 0.05
C 1.0851 0.1268 -7.0192 -0.18
C 1.0592 1.4561 -6.6290 -0.10
C 0.4137 1.7807 -5.4406 -0.08
C -0.1775 0.7706 -4.6886 -0.07
C -0.0959 -0.5300 -5.1594 -0.14
H 1.5739 -0.1767 -7.9404 0.11
H 1.5306 2.2198 -7.2371 0.11
H 0.3716 2.8122 -5.1029 0.11
H -0.6886 0.9909 -3.7583 0.07
H -0.5384 -1.3540 -4.6066 0.11
N -2.5159 -1.6316 -9.3774 0.06
C -1.8213 -0.8534 -8.5187 -0.14
C -2.1366 0.4688 -8.2495 -0.07
C -3.2283 1.0312 -8.9024 -0.08
C -3.9623 0.2557 -9.7941 -0.08
C -3.5717 -1.0584 -9.9950 -0.16
H -0.9765 -1.3367 -8.0367 0.08
H -1.5451 1.0462 -7.5481 0.08
H -3.5052 2.0651 -8.7179 0.10
H -4.8180 0.6647 -10.3191 0.10
H -4.1146 -1.7053 -10.6784 0.10
N 5.0873 0.4584 1.5985 0.05
C 5.7196 1.3103 0.7620 -0.16
C 7.0013 1.1049 0.2770 -0.09
C 7.6800 -0.0416 0.6759 -0.07
C 7.0561 -0.9372 1.5383 -0.07
C 5.7708 -0.6469 1.9669 -0.14
H 5.1499 2.1918 0.4824 0.11
H 7.4593 1.8218 -0.3950 0.11
H 8.6867 -0.2360 0.3175 0.11
H 7.5584 -1.8395 1.8682 0.10
H 5.2400 -1.3166 2.6377 0.10
N 6.6747 0.3199 -4.2466 0.05
C 5.9426 0.5682 -3.1385 -0.15
C 4.5709 0.7644 -3.1492 -0.07
C 3.9073 0.7069 -4.3701 -0.07
C 4.6341 0.4548 -5.5292 -0.07
C 6.0025 0.2682 -5.4170 -0.15
H 6.5063 0.6066 -2.2110 0.07
H 4.0332 0.9578 -2.2279 0.10
H 2.8327 0.8569 -4.4182 0.08
H 4.1465 0.4043 -6.4961 0.09
H 6.6131 0.0651 -6.2923 0.10
N -6.4865 -0.7699 -1.1801 0.06
C -7.2186 -0.5216 -0.0720 -0.15
C -8.5903 -0.3254 -0.0826 -0.08
C -9.2539 -0.3830 -1.3036 -0.08
C -8.5271 -0.6350 -2.4626 -0.08
C -7.1587 -0.8216 -2.3505 -0.16
H -6.6549 -0.4832 0.8556 0.10
H -9.1280 -0.1320 0.8386 0.10
H -10.3286 -0.2329 -1.3517 0.10
H -9.0147 -0.6856 -3.4296 0.10
H -6.5481 -1.0248 -3.2258 0.10
N -0.0424 -9.1639 1.1754 0.06
C 0.5898 -8.3120 0.3389 -0.14
C 1.8715 -8.5173 -0.1461 -0.08
C 2.5503 -9.6639 0.2528 -0.08
C 1.9264 -10.5594 1.1152 -0.08
C 0.6411 -10.2692 1.5437 -0.15
H 0.0202 -7.4305 0.0593 0.07
H 2.3296 -7.8005 -0.8181 0.10
H 3.5570 -9.8583 -0.1056 0.10
H 2.4287 -11.4618 1.4451 0.10
H 0.1103 -10.9389 2.2146 0.10



130
Properties=species:S:1:pos:R:3:lowdin_charge:R:1 method="wB97M-V/def2-TZVPD" lumo_energy_ev=-0.03 charge=0 energy_ha=-2765.50486 spin_multiplicity=1
C -1.8295 2.7445 -3.0024 -0.07
C -2.3718 3.3573 -4.2186 -0.28
N -2.7588 3.8462 -5.1826 0.13
H -1.2658 3.4685 -2.4164 0.08
H -1.2449 1.8502 -3.2060 0.07
H -2.6753 2.4234 -2.3857 0.02
C -3.5973 -0.1864 3.2742 -0.09
C -4.3768 -1.1380 4.0338 -0.30
N -4.9649 -1.9434 4.6037 0.13
H -3.2439 0.6571 3.8667 0.09
H -4.1565 0.2770 2.4603 0.07
H -2.7603 -0.7383 2.8509 0.02
C -3.6356 -4.9897 2.8774 -0.04
C -2.6857 -3.8733 3.0329 -0.25
N -1.9817 -2.9854 3.1954 0.17
H -3.4170 -5.8042 3.5558 0.08
H -3.5965 -5.2818 1.8287 0.07
H -4.6136 -4.5383 3.0493 0.08
C -5.5744 3.4363 -0.6344 -0.04
C -4.9083 2.1932 -1.0081 -0.22
N -4.4185 1.2019 -1.3161 0.18
H -5.2937 4.2585 -1.2936 0.09
H -5.3734 3.6994 0.3975 0.09
H -6.6296 3.2874 -0.8759 0.09
C -5.6478 -1.6671 -1.4925 -0.07
C -4.7071 -1.8650 -0.3976 -0.24
N -3.9464 -2.0032 0.4505 0.17
H -6.0672 -2.6376 -1.7561 0.09
H -5.1468 -1.1655 -2.3159 0.05
H -6.4913 -1.0319 -1.2238 0.08
N 0.2074 -5.3439 -1.3788 0.02
C -0.7685 -4.9338 -0.5004 -0.11
C -0.5316 -3.6117 -0.2135 -0.13
C 0.6009 -3.2017 -0.9638 -0.14
C 1.0101 -4.2912 -1.7001 -0.13
H 0.2681 -6.2700 -1.7602 0.15
H -1.4930 -5.6374 -0.1287 0.11
H -1.1308 -3.0275 0.4633 0.06
H 1.0755 -2.2367 -0.9583 0.08
H 1.7990 -4.4029 -2.4258 0.12
N 4.2123 -1.2200 1.5204 0.03
C 4.4235 0.0666 1.9889 -0.13
C 4.6622 0.8659 0.8990 -0.12
C 4.5501 0.0550 -0.2514 -0.13
C 4.3378 -1.2375 0.1677 -0.15
H 4.0384 -1.9743 2.1674 0.10
H 4.3869 0.1805 3.0589 0.10
H 4.8295 1.9279 0.9754 0.09
H 4.6923 0.3570 -1.2770 0.08
H 4.1885 -2.1911 -0.3150 0.10
N 0.5318 -0.9889 -4.5270 0.05
C 1.5935 -0.9389 -5.3920 -0.13
C 2.7353 -0.7547 -4.6569 -0.11
C 2.3693 -0.7488 -3.2871 -0.11
C 0.9922 -0.8182 -3.2549 -0.17
H -0.4515 -1.1075 -4.7318 0.09
H 1.4239 -0.9813 -6.4552 0.11
H 3.7026 -0.6181 -5.1132 0.10
H 3.0052 -0.7171 -2.4180 0.07
H 0.3189 -0.8440 -2.4176 0.08
N 1.5449 2.3425 -3.8811 0.04
C 1.9870 3.4700 -3.2406 -0.15
C 1.4397 4.5630 -3.8702 -0.11
C 0.7551 4.0711 -5.0134 -0.13
C 0.8499 2.7043 -4.9984 -0.16
H 1.7688 1.3950 -3.5928 0.09
H 2.5631 3.3996 -2.3315 0.10
H 1.5832 5.6011 -3.6191 0.09
H 0.1975 4.6686 -5.7157 0.09
H 0.4879 2.0372 -5.7615 0.11
N -1.9792 -2.2157 -2.9479 0.05
C -2.6741 -1.0586 -3.1753 -0.16
C -2.9161 -0.9818 -4.5344 -0.10
C -2.4067 -2.1617 -5.1307 -0.12
C -1.8811 -2.9180 -4.1121 -0.15
H -1.6532 -2.6353 -2.0856 0.11
H -2.9321 -0.3853 -2.3762 0.05
H -3.3535 -0.1219 -5.0175 0.10
H -2.3244 -2.3729 -6.1841 0.10
H -1.4537 -3.9074 -4.1218 0.11
N 1.9078 -0.3503 6.3271 0.01
C 1.0876 -1.3964 6.0105 -0.14
C 0.4569 -1.1056 4.8211 -0.13
C 0.9073 0.1664 4.4209 -0.12
C 1.8253 0.6079 5.3428 -0.13
H 2.5910 -0.2845 7.0571 0.14
H 1.0186 -2.2388 6.6792 0.10
H -0.3022 -1.7144 4.3556 0.04
H 0.5763 0.7309 3.5638 0.07
H 2.4022 1.5161 5.3637 0.09
N -0.8860 5.0707 1.6097 -0.01
C -0.6090 4.0456 0.7481 -0.14
C 0.3411 4.5045 -0.1497 -0.10
C 0.3976 5.9143 0.0054 -0.09
C -0.3161 6.2265 1.1432 -0.15
H -1.3917 4.9442 2.4668 0.15
H -0.9358 3.0428 0.9703 0.10
H 0.8896 3.9096 -0.8604 0.06
H 0.9189 6.6666 -0.5622 0.10
H -0.3998 7.1621 1.6694 0.11
N -1.4379 -0.2976 0.4849 0.04
C -1.1468 0.6684 -0.4487 -0.16
C 0.1966 0.9034 -0.3862 -0.12
C 0.7524 0.0802 0.6310 -0.08
C -0.2985 -0.6049 1.1897 -0.15
H -2.2995 -0.8200 0.5280 0.05
H -1.9110 1.0872 -1.0796 0.05
H 0.7559 1.5771 -1.0186 0.09
H 1.7966 0.0212 0.9018 0.08
H -0.3493 -1.3818 1.9365 0.08
N 2.4502 -4.1594 1.3434 0.02
C 2.4509 -3.7820 2.6519 -0.14
C 3.6236 -4.2524 3.2056 -0.13
C 4.3385 -4.9193 2.1889 -0.11
C 3.5908 -4.8477 1.0278 -0.13
H 1.6843 -4.0312 0.6896 0.09
H 1.7017 -3.0948 3.0123 0.10
H 3.9047 -4.2269 4.2459 0.09
H 5.2874 -5.4248 2.2713 0.09
H 3.7158 -5.2267 0.0289 0.10
N 2.0052 4.2311 2.7007 0.03
C 2.5679 2.9856 2.7331 -0.11
C 3.6442 3.0886 3.6106 -0.14
C 3.6939 4.3971 4.1100 -0.12
C 2.6341 5.0742 3.5656 -0.14
H 1.2214 4.5821 2.1752 0.08
H 2.1303 2.1557 2.2063 0.09
H 4.3149 2.2809 3.8575 0.08
H 4.4273 4.7338 4.8243 0.09
H 2.2724 6.0835 3.6746 0.10



123
Properties=species:S:1:pos:R:3:lowdin_charge:R:1 method="wB97M-V/def2-TZVPD" lumo_energy_ev="-5.85 / -6.44" charge=+2 energy_ha=-2547.35189 spin_multiplicity=5
Ru -1.0880 1.1695 0.1054 1.34
C -3.6530 3.9311 1.7491 -0.03
C -3.5683 2.5089 1.2467 -0.22
C -4.4165 2.0321 0.2450 -0.19
C -5.2711 2.9793 -0.5692 -0.03
C -4.5329 0.6428 0.0259 -0.19
C -5.5550 0.1090 -0.9482 -0.02
C -3.7709 -0.2589 0.7677 -0.20
C -3.9296 -1.7420 0.5409 -0.02
C -2.9123 0.2119 1.7814 -0.23
C -2.4833 -0.6974 2.9064 -0.02
C -2.7452 1.6052 1.9629 -0.28
C -1.9439 2.1107 3.1438 -0.04
H -2.6883 4.4402 1.7614 0.07
H -4.0164 3.9168 2.7791 0.11
H -4.3444 4.5400 1.1765 0.08
H -6.2719 3.0748 -0.1407 0.11
H -5.3848 2.6268 -1.5925 0.09
H -4.8487 3.9801 -0.6175 0.06
H -5.1033 -0.1505 -1.9111 0.10
H -6.3499 0.8237 -1.1368 0.08
H -6.0221 -0.7924 -0.5573 0.09
H -4.7638 -2.1427 1.1241 0.11
H -3.0303 -2.2903 0.8175 0.06
H -4.1275 -1.9600 -0.5078 0.09
H -1.5021 -0.4527 3.3043 0.07
H -2.4919 -1.7464 2.6286 0.06
H -3.1996 -0.5650 3.7229 0.12
H -2.5559 2.0907 4.0506 0.11
H -1.6114 3.1357 2.9989 0.07
H -1.0640 1.5010 3.3317 0.07
C 5.8401 2.4389 1.2699 -0.02
C 5.2558 1.6562 0.0801 -0.55
C 5.5636 2.3951 -1.2293 -0.04
C 5.9155 0.2751 0.0201 -0.05
C 3.7554 1.5475 0.2889 -0.12
C 3.1450 0.3924 0.7643 0.03
C 1.7728 0.3326 0.8832 -0.11
N 0.9720 1.3479 0.5544 -0.02
C 1.5458 2.5123 0.1741 -0.18
C 2.9097 2.6314 0.0397 0.07
C 0.6054 3.6242 -0.1193 -0.18
C 1.0041 4.9432 -0.1992 0.07
C 0.0797 5.9524 -0.4617 -0.12
C -1.2308 5.5427 -0.7163 0.03
C -1.5613 4.2123 -0.6366 -0.10
N -0.6795 3.2618 -0.2891 -0.01
C 0.4474 7.4246 -0.4549 -0.55
C -0.0689 8.0995 -1.7368 -0.03
C -0.2331 8.0694 0.7672 -0.02
C 1.9567 7.6497 -0.3571 -0.05
H 6.9280 2.4561 1.1951 0.10
H 5.5733 1.9677 2.2179 0.09
H 5.4828 3.4710 1.2857 0.09
H 6.6437 2.4610 -1.3600 0.10
H 5.1747 3.4138 -1.2407 0.08
H 5.1538 1.8578 -2.0874 0.10
H 6.9592 0.3922 -0.2696 0.10
H 5.4356 -0.3698 -0.7199 0.09
H 5.9042 -0.2274 0.9893 0.09
H 3.7257 -0.4773 1.0348 0.12
H 1.2874 -0.5528 1.2621 0.06
H 3.3229 3.5748 -0.2848 0.12
H 2.0413 5.1928 -0.0378 0.11
H -2.0009 6.2586 -0.9668 0.13
H -2.5660 3.8747 -0.8529 0.11
H -1.1578 8.0998 -1.7955 0.08
H 0.3271 7.6107 -2.6291 0.10
H 0.2581 9.1393 -1.7488 0.10
H -1.3165 7.9404 0.7388 0.09
H -0.0194 9.1386 0.7746 0.10
H 0.1422 7.6399 1.6983 0.09
H 2.4896 7.1906 -1.1937 0.10
H 2.3682 7.2732 0.5822 0.09
H 2.1579 8.7199 -0.3908 0.10
C -1.9994 0.3202 -2.3548 -0.02
C -1.3517 -0.8465 -1.6334 -0.70
O -1.2239 -1.9316 -2.2143 -0.10
N -0.8741 -0.6281 -0.3818 -0.16
Te 0.7543 -2.9139 -0.7374 1.84
C 1.9160 -4.5528 -1.4122 -0.38
C 2.0378 -4.7635 -2.7869 -0.30
C 1.3312 -3.9408 -3.8390 -0.06
C 2.8462 -5.8153 -3.2180 0.00
C 3.5390 -6.6201 -2.3310 -0.24
C 4.4307 -7.7326 -2.8144 -0.03
C 3.4222 -6.3561 -0.9660 0.00
C 2.6375 -5.3227 -0.4837 -0.29
C 2.5980 -5.0574 1.0008 -0.06
C -0.5991 -4.0449 0.3890 -0.37
C -1.4065 -4.9841 -0.2590 -0.27
C -1.3722 -5.2389 -1.7451 -0.04
C -2.2922 -5.7242 0.5224 0.01
C -2.3848 -5.5594 1.8945 -0.24
C -3.3451 -6.3750 2.7158 -0.03
C -1.5704 -4.6047 2.5042 -0.01
C -0.6795 -3.8347 1.7758 -0.32
C 0.1665 -2.8094 2.4869 -0.08
H -2.5952 -0.0468 -3.1897 0.10
H -1.2093 0.9530 -2.7654 0.09
H -2.6586 0.8937 -1.6892 0.05
H 0.8043 -3.0771 -3.4307 0.02
H 0.5976 -4.5495 -4.3707 0.10
H 2.0469 -3.5797 -4.5779 0.09
H 2.9343 -5.9997 -4.2836 0.13
H 4.4249 -7.8047 -3.9000 0.08
H 4.1061 -8.6897 -2.4034 0.09
H 5.4568 -7.5704 -2.4822 0.09
H 3.9737 -6.9670 -0.2590 0.13
H 3.4443 -5.5275 1.4977 0.09
H 1.6812 -5.4467 1.4504 0.09
H 2.6475 -3.9840 1.2028 0.04
H -0.9499 -4.4033 -2.2990 0.02
H -2.3803 -5.4087 -2.1210 0.10
H -0.7811 -6.1314 -1.9621 0.10
H -2.9266 -6.4564 0.0342 0.13
H -3.8871 -7.0905 2.1006 0.08
H -4.0720 -5.7307 3.2137 0.09
H -2.8158 -6.9252 3.4951 0.09
H -1.6276 -4.4652 3.5791 0.13
H -0.1518 -2.6987 3.5221 0.09
H 0.0743 -1.8408 1.9914 0.02
H 1.2186 -3.1028 2.5022 0.07



> What is the charge in the first record?

0



> Look up the charge of the second one.

0